9
Properties=species:S:1:pos:R:3 method="wB97M-V/def2-TZVPD" lumo_energy_ev=4.47 fmax_ev_per_a=1.28 e_homo_ev=-3.03 e_above_lowest_kcal_mol=5.1 total_charge=-1
S -2.13199 0.46740 -0.22718
N 2.41961 -1.00301 0.52416
N 1.01024 0.58190 -0.39602
C 1.25375 -0.48916 0.38024
H 2.37179 -1.87559 1.04198
H 1.69986 1.23052 -0.73256
H 0.34264 -0.79052 0.92219
H -2.57139 -0.76601 -0.01950
H 0.01879 0.83563 -0.57164

=====

9
Properties=species:S:1:pos:R:3 method="wB97M-V/def2-TZVPD" lumo_energy_ev=-4.45 fmax_ev_per_a=5.99 e_homo_ev=-14.46 e_above_lowest_kcal_mol=40.3 total_charge=+1
S 2.60606 -0.10684 0.05987
N -1.34751 -0.41856 0.26438
N 0.93321 -0.50593 -0.19015
C -0.13031 0.03805 0.31198
H -2.12153 0.09793 0.65634
H -1.57385 -1.31499 -0.15166
H -0.12942 1.46634 0.82941
H 2.58517 1.09373 -0.54107
H 0.82087 -1.41316 -0.64712

=====

9
Properties=species:S:1:pos:R:3 method="wB97M-V/def2-TZVPD" lumo_energy_ev=-4.49 smiles="N/C=[NH+]/S" fmax_ev_per_a=5.67 e_homo_ev=-14.00 e_above_lowest_kcal_mol=21.8 total_charge=+1
S 2.35206 -0.56673 0.79179
N 0.95945 0.10584 0.11096
N -1.30810 -0.06323 -0.49512
C -0.04179 -0.47390 -0.53348
H 0.31952 -1.42234 -1.07413
H -2.00255 -0.43711 -1.02695
H 2.48587 -1.45805 -0.24236
H 0.56366 0.99876 0.67556
H -1.53012 0.67469 0.22935

=====

10
Properties=species:S:1:pos:R:3 method="wB97M-V/def2-TZVPD" lumo_energy_ev="-7.23 / -6.31" fmax_ev_per_a=1.33 e_homo_ev="-14.25 / -13.88" e_above_lowest_kcal_mol=78.2 total_charge=+1
S 2.31474 0.03046 0.01024
S -0.65545 2.19129 0.04251
N -1.39547 -0.82909 0.46589
N 0.70310 -0.06199 -0.08594
C -0.11238 -1.00058 0.27983
H -1.78579 0.10455 0.38272
H 2.51110 0.43251 -1.27214
H 0.18400 2.76080 -0.82443
H -2.02503 -1.60867 0.60257
H 0.26117 -2.01929 0.39876

=====

9
Properties=species:S:1:pos:R:3 method="wB97M-V/def2-TZVPD" lumo_energy_ev="-6.35 / -6.28" fmax_ev_per_a=5.02 e_homo_ev="-13.98 / -13.89" e_above_lowest_kcal_mol=75.3 total_charge=+1
Si -1.48859 -0.72544 0.06626
N -0.92025 -1.07584 1.64675
N -0.50361 -1.40888 2.63114
C 0.96097 0.56400 0.20162
H 1.27815 -0.29271 -0.36102
H -0.94673 -1.63979 -0.98021
H 0.84820 1.51553 -0.23465
H -2.71319 -0.04203 0.40701
H 0.94056 0.27829 1.25203

=====

9
Properties=species:S:1:pos:R:3 method="wB97M-V/def2-TZVPD" lumo_energy_ev=1.06 fmax_ev_per_a=2.87 e_homo_ev=-9.04 e_above_lowest_kcal_mol=52.4 total_charge=0
N 0.29258 0.44254 -2.04139
N 0.07357 -0.45990 0.15661
N -0.25589 -0.27818 1.52913
C -0.14334 0.46119 -0.84094
H -1.20632 0.02452 1.70043
H 0.61206 -1.37009 -0.09670
H -0.58571 1.32542 -0.27593
H 0.38804 0.30427 2.07143
H 0.82501 -0.44977 -2.20264